Record 1
This record from the OMol25 dataset describes a structure of composition C20H30F6MgN10P. The level of theory is ωB97M-V/def2-TZVPD.

Properties
HOMO level	-0.4796	Eh
DFT total energy	-2468.36560	hartree
ΔE to the lowest compared entry with this formula, charge and spin	90.4	kJ/mol
Kohn-Sham gap	11.01	eV

The geometry in ORCA input format:
```
! wB97M-V def2-TZVPD RIJCOSX def2/J DEFGRID3
* xyz 1 1
Mg -1.83138 -8.41836 -0.60042
P 0.90961 -7.38983 -2.78160
F 0.66446 -5.79352 -2.83487
F 1.74666 -7.20343 -1.33222
F -0.50885 -7.75884 -2.00815
F 1.40025 -8.95085 -2.66258
F 0.03010 -7.65916 -4.06909
F 2.21583 -7.12584 -3.72018
C -2.59174 -3.87393 -0.06343
C -2.53546 -5.33958 -0.20472
N -2.43174 -6.50713 -0.24884
H -3.44078 -3.76439 0.61128
H -2.80349 -3.41742 -1.03031
H -1.75028 -3.45057 0.48504
C -5.38300 -7.87837 -3.65575
C -4.18211 -8.19201 -2.82661
N -3.29911 -8.41151 -2.09256
H -6.08444 -7.15491 -3.24019
H -5.84363 -8.85467 -3.80667
H -5.03945 -7.41496 -4.58058
C -6.77219 -7.27916 2.58317
C -5.64086 -6.38766 2.32704
N -4.73575 -5.73144 2.08371
H -7.39233 -7.39029 1.69369
H -7.24254 -7.07381 3.54478
H -6.28694 -8.24175 2.74452
C 1.83000 -8.13258 2.13441
C 0.60172 -8.19843 1.32469
N -0.41784 -8.25680 0.73374
H 2.14217 -7.13938 1.81162
H 2.45365 -8.99663 1.90509
H 1.53229 -8.12279 3.18292
C -5.18548 -14.55730 -2.01206
C -4.84380 -13.45495 -1.13198
N -4.55837 -12.57732 -0.42653
H -4.25874 -15.12944 -2.05569
H -5.39200 -14.23849 -3.03373
H -6.00795 -15.15624 -1.62101
C 1.67442 -3.69302 0.19057
C 0.85036 -4.50343 1.13674
N 0.23255 -5.18524 1.81128
H 1.25278 -3.66218 -0.81411
H 2.65434 -4.16810 0.14410
H 1.90614 -2.67052 0.48872
C 0.36963 -11.35522 -4.87545
C -1.02104 -10.69994 -5.07226
N -2.05023 -10.14775 -5.23771
H 1.05825 -10.59963 -4.49731
H 0.55816 -11.79945 -5.85280
H 0.42184 -12.21076 -4.20207
C -1.32178 -13.07490 -0.93943
C -1.33318 -11.61371 -0.94107
N -1.46515 -10.50251 -0.94907
H -2.31653 -13.51548 -1.00615
H -0.89543 -13.44284 -0.00618
H -0.74103 -13.62370 -1.68081
C -4.73694 -10.80564 2.36842
C -3.84754 -9.90525 1.54861
N -3.16044 -9.26069 0.88901
H -4.22716 -11.75871 2.50943
H -5.71772 -11.09560 1.99146
H -4.78393 -10.41312 3.38421
C -2.32680 -9.52283 6.04519
C -1.64596 -9.47789 4.78303
N -1.07599 -9.45532 3.79459
H -2.83761 -10.48292 5.97165
H -3.09704 -8.75451 5.97807
H -1.68076 -9.35903 6.90768
*
```

=====

Record 2
This record from the OMol25 dataset describes a structure of composition C5H5AgBF7O2. The level of theory is ωB97M-V/def2-TZVPD.

Properties
HOMO level (alpha / beta)	-0.5135 / -0.5342	Eh
DFT total energy	-1214.54662	hartree
expectation value of S²	0.76
Kohn-Sham gap (alpha / beta)	7.78 / 7.62	eV

The geometry in ORCA input format:
```
! wB97M-V def2-TZVPD RIJCOSX def2/J DEFGRID3
* xyz 1 2
F -0.66178 2.07588 0.22109
C -1.14934 1.87879 -1.03336
F -2.41633 2.25329 -1.08121
F -0.42132 2.64405 -1.85342
C -0.96233 0.40212 -1.46583
F -1.61641 0.26816 -2.61471
F 0.33999 0.21188 -1.69490
C -1.51659 -0.62585 -0.43846
F -2.35420 0.04060 0.37026
F -2.21736 -1.55202 -1.06914
B -0.30319 -1.29224 0.50662
O 0.78319 -1.91657 -0.08399
C 1.94059 -1.22515 0.33356
C 1.48166 -0.30609 1.46731
O 0.06636 -0.40237 1.55106
H -0.99444 -2.21337 1.06778
H 2.37466 -0.70754 -0.50756
H 2.73875 -1.85118 0.70317
H 1.79836 0.78152 1.35396
H 1.85445 -0.66490 2.41580
Ag 1.23531 2.20099 1.85196
*
```

=====

Record 3
This record from the OMol25 dataset describes the molecule C7H15N. The level of theory is ωB97M-V/def2-TZVPD.

Properties
HOMO level	-0.2933	Eh
DFT total energy	-330.38981	hartree
ΔE to the lowest compared entry with this formula, charge and spin	205.0	kJ/mol
SMILES	CCC/C=C/NCC
Kohn-Sham gap	9.06	eV

The geometry in ORCA input format:
```
! wB97M-V def2-TZVPD RIJCOSX def2/J DEFGRID3
* xyz 0 1
C 1.52223 2.54000 -0.16929
C 0.99139 1.98743 -1.56204
C 1.39321 0.52920 -1.76531
C 0.22931 -0.34348 -1.27325
C -0.11100 -0.68108 -0.04680
N -1.47872 -1.06479 0.15694
C -1.87705 -1.27480 1.59268
C -0.86520 -1.90625 2.55408
H 0.75839 2.64408 0.62641
H 2.32554 1.90321 0.16388
H 1.97267 3.51749 -0.44884
H -0.06923 2.27930 -1.50712
H 1.41637 2.68525 -2.27680
H 1.48804 0.44538 -2.86799
H 2.34439 0.28322 -1.30345
H -0.42639 -0.49325 -2.13403
H 0.57005 -0.51786 0.78872
H -1.76740 -1.94359 -0.25663
H -1.94125 -0.20777 1.93790
H -2.92523 -1.55073 1.51567
H -1.35049 -2.25400 3.49036
H -0.24403 -1.10316 2.94462
H -0.27027 -2.72179 2.21367
*
```

=====

Record 4
This record from the OMol25 dataset describes a cluster of 2 separate species, C7H10BrN in total. The level of theory is ωB97M-V/def2-TZVPD.

Properties
HOMO level	-0.3559	Eh
DFT total energy	-2901.35899	hartree
ΔE to the lowest compared entry with this formula, charge and spin	223.7	kJ/mol
Kohn-Sham gap	10.20	eV

The geometry in ORCA input format:
```
! wB97M-V def2-TZVPD RIJCOSX def2/J DEFGRID3
* xyz 0 1
C -0.22725 1.89439 1.92509
C -0.31694 -0.32714 -0.73493
C 0.62148 -0.22184 0.16895
C -1.83822 -0.25073 -0.39570
C -0.06323 -0.71385 -2.19743
C 2.08100 -0.21150 0.16479
C -0.16994 0.48859 1.97080
N -0.43390 3.03588 1.99720
Br 1.06564 -0.15193 3.33848
H -1.98429 -0.98458 0.30399
H -2.21336 0.75524 0.02830
H -2.53111 -0.50140 -1.38207
H 0.95328 -1.18957 -2.57761
H -0.30525 0.17525 -2.85932
H -0.84382 -1.45477 -2.52361
H 2.32061 0.68887 -0.26954
H 2.62592 -0.96162 -0.27873
H 2.42038 -0.08580 1.22156
H -1.16099 0.01650 2.09976
*
```

=====

Record 5
This record from the OMol25 dataset describes a cluster of 2 separate species, C5H10O in total. The level of theory is ωB97M-V/def2-TZVPD.

Properties
HOMO level	-0.3365	Eh
DFT total energy	-271.66600	hartree
ΔE to the lowest compared entry with this formula, charge and spin	227.4	kJ/mol
SMILES	C=CCC.C=O
Kohn-Sham gap	10.01	eV

The geometry in ORCA input format:
```
! wB97M-V def2-TZVPD RIJCOSX def2/J DEFGRID3
* xyz 0 1
C -0.70587 -1.09242 1.28160
C 0.44944 -1.18871 0.63822
C 1.49112 -0.11155 0.64055
C 1.13948 0.69661 -0.61787
H -0.92673 -0.26296 1.95165
H -1.49805 -1.81344 1.13084
H 0.58858 -1.96193 -0.11869
H 2.51045 -0.52336 0.60894
H 1.42898 0.49277 1.55465
H 0.07322 0.55984 -0.85201
H 1.26272 1.77387 -0.50665
H 1.67714 0.32415 -1.49269
C -1.86163 0.77981 -1.05700
O -2.33286 0.04078 -0.23132
H -1.67881 0.45192 -2.09628
H -1.61718 1.83462 -0.83396
*
```

=====

Record 6
This record from the OMol25 dataset describes a cluster of 5 separate species, C19H28O15 in total. The level of theory is ωB97M-V/def2-TZVPD.

Properties
HOMO level	-0.3879	Eh
DFT total energy	-1869.45424	hartree
ΔE to the lowest compared entry with this formula, charge and spin	31.4	kJ/mol
SMILES	C[C@H]1COC(=O)O1.C[C@H]1COC(=O)O1.C[C@H]1COC(=O)O1.C[C@H]1COC(=O)O1.O=C1OCCO1
Kohn-Sham gap	10.91	eV

The geometry in ORCA input format:
```
! wB97M-V def2-TZVPD RIJCOSX def2/J DEFGRID3
* xyz 0 1
C 0.86499 1.37575 7.40437
C 1.62392 0.61524 6.29595
C 0.88198 -0.64603 5.79345
O 0.65431 -0.39701 4.42057
C 1.04818 0.82618 4.08215
O 0.97603 1.28685 2.98165
O 1.59735 1.47118 5.13384
H 1.32287 2.36381 7.38209
H 1.06445 0.92740 8.37828
H -0.20177 1.36631 7.20627
H 2.66219 0.42238 6.55061
H -0.04905 -0.91605 6.28414
H 1.61367 -1.44337 5.95339
C 0.36379 2.56304 -2.70916
C 0.35037 3.54008 -3.83619
C -0.45818 4.83431 -3.67177
O 0.39490 5.85018 -4.21180
C 1.62781 5.37866 -4.32033
O 2.58217 6.01739 -4.64978
O 1.68824 4.07178 -3.99361
H -0.60286 2.20919 -2.34810
H 0.90863 2.97969 -1.85473
H 0.94852 1.66269 -2.91572
H 0.03991 3.05188 -4.76481
H -0.60728 5.09808 -2.62180
H -1.40888 4.81575 -4.19622
C 0.51513 -0.06327 0.01659
C -0.93259 -0.15208 0.46081
C -1.49751 1.00632 1.28239
O -2.65970 1.41959 0.55561
C -2.66225 0.85737 -0.66944
O -3.37019 1.20145 -1.56949
O -1.80206 -0.18447 -0.69208
H 1.18946 -0.33938 0.83093
H 0.74683 0.97618 -0.21552
H 0.72865 -0.77935 -0.77526
H -1.12110 -1.09952 0.96962
H -0.80822 1.84558 1.31687
H -1.72332 0.59336 2.26134
C -0.90965 -4.16638 0.49683
C 0.57762 -4.39409 0.39308
C 1.26124 -3.84482 -0.90259
O 2.49383 -3.33588 -0.41865
C 2.34935 -3.03153 0.86896
O 3.04501 -2.28601 1.48779
O 1.21406 -3.54580 1.37967
H -1.13107 -3.16593 0.12691
H -1.24373 -4.29944 1.52185
H -1.42318 -4.86685 -0.16581
H 0.94302 -5.41988 0.50128
H 0.57541 -3.06262 -1.23331
H 1.43402 -4.64989 -1.60888
O 1.11756 -1.42965 -3.60268
C -0.06417 -1.50385 -3.70660
O -0.75995 -0.82922 -4.65416
C -2.16641 -0.92098 -4.35362
C -2.18786 -2.02077 -3.33120
O -0.90447 -2.03989 -2.75504
H -2.49600 0.03099 -3.92627
H -2.73535 -1.08116 -5.26723
H -2.48307 -2.98892 -3.75373
H -2.99563 -1.75458 -2.64168
*
```

=====

Question: Among the records above, which one has the lowest DFT total energy?
Answer: C7H10BrN

=====

Question: DFT total energy of number 5 (C5H10O)?
Answer: -271.66600 hartree

=====

Question: Look up the DFT total energy of the third one.
Answer: -330.38981 hartree

=====

Question: Which formula does entry 5 have?
Answer: C5H10O